The following is a quantum chemistry calculation of 2 unconnected molecules or ions with the total composition HNO2 at a distorted geometry, from OMol25.

```
4
HNO2 ωB97M-V/def2-TZVPD
N 0.20 -0.07 -0.11
O 0.72 0.99 0.00
O 0.63 -1.18 0.00
H -1.55 0.27 0.12
```

The spin multiplicity is 1. Its highest occupied orbital energy (spin up / spin down) is -11.0 / -10.8 eV. The HOMO-LUMO gap (spin up / spin down) is 9.3 / 9.6 eV.

The following is a quantum chemistry calculation of a single HNO2P2 molecule at a distorted geometry, from OMol25.

```
6
HNO2P2 ωB97M-V/def2-TZVPD
N -1.08 0.65 0.11
O -0.46 -1.97 -0.36
O 2.18 1.29 0.58
P -0.16 -0.70 0.27
P 1.59 0.46 -0.44
H -2.07 0.27 -0.17
```

The spin multiplicity is 1. Its highest occupied orbital energy is -10.1 eV. The HOMO-LUMO gap is 8.4 eV.

The following is a quantum chemistry calculation of 2 unconnected molecules or ions with the total composition HNO3S at a distorted geometry, from OMol25.

```
6
HNO3S ωB97M-V/def2-TZVPD
N -4.18 0.07 0.00
O -3.48 0.76 -0.67
O -3.99 -0.92 0.62
O -0.52 0.47 0.61
S -0.58 1.29 -0.74
H -0.50 0.92 1.49
```

The spin multiplicity is 1. Its highest occupied orbital energy (spin up / spin down) is -9.1 / -8.8 eV. The HOMO-LUMO gap (spin up / spin down) is 7.4 / 7.6 eV.

The following is a quantum chemistry calculation of a gas-phase ion, HNO5S2 (charge -2) at a distorted geometry, from OMol25.

```
9
HNO5S2 ωB97M-V/def2-TZVPD
N 0.36 0.44 0.26
O 0.94 -1.52 -1.28
O -1.93 0.16 1.74
O 2.02 -1.53 0.93
O -1.83 2.21 0.47
O 0.42 0.87 -1.25
S 0.67 -1.31 0.24
S -1.51 0.73 0.42
H 0.86 -0.05 -1.53
```

The spin multiplicity is 1. Its highest occupied orbital energy is 0.1 eV. Its net charge is -2. The HOMO-LUMO gap is 6.4 eV.

The following is a quantum chemistry calculation of a gas-phase ion, HNO6P (charge -1) at a distorted geometry, from OMol25.

```
9
HNO6P ωB97M-V/def2-TZVPD
N -0.82 2.38 0.60
O -1.31 2.09 1.63
O -2.01 1.95 -2.07
O -0.29 3.44 0.30
O 0.75 0.93 -0.77
O -0.51 -1.01 0.47
O -1.55 -0.11 0.00
P -0.74 1.19 -0.71
H 0.29 -0.86 0.02
```

The structure (SMILES) is O=[N+]([O-])[P@@](=O)([O-])OO. The spin multiplicity is 1. Its highest occupied orbital energy is -5.3 eV. Its net charge is -1. The HOMO-LUMO gap is 9.1 eV.

The following is a quantum chemistry calculation of a single HO2PS molecule at a distorted geometry, from OMol25.

```
5
HO2PS ωB97M-V/def2-TZVPD
O -3.61 -0.70 2.19
O -1.49 -0.41 0.94
P -2.97 0.19 1.28
S -0.74 0.62 -0.66
H -1.94 1.48 -0.69
```

The structure (SMILES) is O=POS. The spin multiplicity is 1. Its highest occupied orbital energy is -10.6 eV. The HOMO-LUMO gap is 8.7 eV.

The following is a quantum chemistry calculation of 2 unconnected molecules or ions with the total composition HO2S at a distorted geometry, from OMol25.

```
4
HO2S ωB97M-V/def2-TZVPD
O -0.14 1.46 -0.43
O 1.36 -1.37 -0.17
S -0.13 0.37 0.47
H -1.10 -0.47 0.13
```

The spin multiplicity is 1. Its highest occupied orbital energy (spin up / spin down) is -3.4 / -2.7 eV. Its net charge is -1. The HOMO-LUMO gap (spin up / spin down) is 7.3 / 7.0 eV.

The following is a quantum chemistry calculation of a gas-phase ion, HO3P2S2 (charge -1) at a distorted geometry, from OMol25.

```
8
HO3P2S2 ωB97M-V/def2-TZVPD
O 2.13 0.43 0.20
O -0.29 1.60 0.63
O -1.14 -2.61 0.27
P -0.49 -1.34 -0.03
P -1.44 0.48 0.87
S -2.02 0.07 -1.16
S 1.04 1.60 -0.30
H 2.21 -0.23 -0.47
```

The spin multiplicity is 3. Its highest occupied orbital energy (spin up / spin down) is -1.5 / -3.7 eV. As for the expectation value of S²: 2.01. Its net charge is -1. The HOMO-LUMO gap (spin up / spin down) is 4.7 / 5.3 eV.

The following is a quantum chemistry calculation of a molecular structure, HO7PS2 at a distorted geometry, from OMol25.

```
11
HO7PS2 ωB97M-V/def2-TZVPD
O 1.38 0.36 2.67
O -3.37 0.22 -1.22
O 3.46 0.19 1.54
O 1.92 -1.70 1.42
O -2.33 0.22 -3.46
O -1.76 1.96 -1.81
O 1.30 0.27 0.26
P 0.16 -0.90 -0.19
S 2.07 -0.23 1.58
S -2.17 0.56 -1.99
H -0.65 -0.95 1.21
```

The spin multiplicity is 1. Its highest occupied orbital energy (spin up / spin down) is -1.1 / -0.9 eV. Its net charge is -2. The HOMO-LUMO gap (spin up / spin down) is 7.1 / 6.8 eV.

The following is a quantum chemistry calculation of a molecular structure, HfI at a distorted geometry, from OMol25.

```
2
HfI ωB97M-V/def2-TZVPD
Hf 0.20 -0.56 0.92
I -0.20 0.56 -0.92
```

The spin multiplicity is 1. Its highest occupied orbital energy is -29.4 eV. Its net charge is +3. The HOMO-LUMO gap is 9.5 eV.

The following is a quantum chemistry calculation of a molecular structure, HfI2 at a distorted geometry, from OMol25.

```
3
HfI2 ωB97M-V/def2-TZVPD
Hf -13.93 17.56 -33.85
I -11.47 18.17 -35.26
I -16.41 16.93 -32.42
```

The spin multiplicity is 1. Its highest occupied orbital energy is -18.9 eV. Its net charge is +2. The HOMO-LUMO gap is 5.8 eV.

The following is a quantum chemistry calculation of a molecular structure, HgI2O4P at a distorted geometry, from OMol25.

```
8
HgI2O4P ωB97M-V/def2-TZVPD
Hg -0.85 -1.04 -0.02
I -1.38 -3.89 -0.29
I -0.56 -1.06 2.92
P 0.59 1.25 -0.55
O 0.82 2.16 -1.76
O 1.35 1.71 0.71
O 0.97 -0.26 -0.96
O -0.96 1.14 -0.06
```

The spin multiplicity is 1. Its highest occupied orbital energy is 3.1 eV. Its net charge is -3. The HOMO-LUMO gap is 3.5 eV.

The following is a quantum chemistry calculation of 2 unconnected molecules or ions with the total composition INO at a distorted geometry, from OMol25.

```
3
INO ωB97M-V/def2-TZVPD
N -0.81 0.45 -1.41
O -0.62 0.45 -0.26
I 1.42 -0.90 1.67
```

The spin multiplicity is 1. Its highest occupied orbital energy (spin up / spin down) is -10.2 / -9.3 eV. The HOMO-LUMO gap (spin up / spin down) is 9.8 / 6.3 eV.

The following is a quantum chemistry calculation of a molecular structure, IO2V at a distorted geometry, from OMol25.

```
4
IO2V ωB97M-V/def2-TZVPD
O -0.75 -0.06 1.47
V -0.16 -0.57 0.11
O -1.23 -0.26 -1.04
I 2.14 0.89 -0.54
```

The spin multiplicity is 1. Its highest occupied orbital energy is -9.6 eV. The HOMO-LUMO gap is 7.1 eV.

The following is a quantum chemistry calculation of a molecular structure, IO4V2, from OMol25.

```
7
IO4V2 ωB97M-V/def2-TZVPD
O -0.45 1.50 3.24
V -0.76 1.82 1.76
O -2.29 2.11 1.65
O 1.57 -0.54 -2.80
V 1.36 -1.63 -1.72
O 0.68 -2.87 -2.39
I -0.11 -0.40 0.26
```

The spin multiplicity is 1. Its highest occupied orbital energy is -15.1 eV. Its net charge is +1. The HOMO-LUMO gap is 8.4 eV.

The following is a quantum chemistry calculation of a molecular structure, IO8S2Sr at a distorted geometry, from OMol25.

```
12
IO8S2Sr ωB97M-V/def2-TZVPD
Sr 0.29 0.04 -1.69
I 3.14 -0.50 -2.24
S -0.20 2.72 0.62
O -1.46 2.91 -0.12
O 0.81 2.04 -0.26
O 0.43 3.85 1.20
O -0.44 1.88 1.84
S -0.49 -2.62 0.19
O -1.77 -3.33 0.09
O -0.65 -1.21 0.39
O 0.38 -3.21 1.11
O -0.03 -2.57 -1.12
```

The spin multiplicity is 1. Its highest occupied orbital energy is 2.2 eV. Its net charge is -3. The HOMO-LUMO gap is 4.3 eV.

The following is a quantum chemistry calculation of a molecular structure, InO4S at a distorted geometry, from OMol25.

```
6
InO4S ωB97M-V/def2-TZVPD
In 1.02 -2.25 -1.56
S -0.22 0.47 0.35
O -0.42 0.45 -1.11
O -1.42 0.90 1.06
O 0.08 -0.89 0.72
O 0.96 1.33 0.55
```

The spin multiplicity is 1. Its highest occupied orbital energy is -16.7 eV. Its net charge is +1. The HOMO-LUMO gap is 5.7 eV.

The following is a quantum chemistry calculation of a molecular structure, InO8P2 at a distorted geometry, from OMol25.

```
11
InO8P2 ωB97M-V/def2-TZVPD
In -14.01 24.95 -22.07
P -13.86 26.41 -17.73
O -13.11 27.44 -16.90
O -14.82 25.25 -17.29
O -12.61 25.83 -18.50
O -14.41 27.20 -18.92
P -12.12 20.92 -20.89
O -12.43 19.79 -21.91
O -13.45 21.56 -20.42
O -11.33 22.10 -21.57
O -11.54 20.39 -19.46
```

The spin multiplicity is 1. Its highest occupied orbital energy is 3.4 eV. Its net charge is -3. The HOMO-LUMO gap is 2.4 eV.

The following is a quantum chemistry calculation of 2 unconnected molecules or ions with the total composition N2O3S at a distorted geometry, from OMol25.

```
6
N2O3S ωB97M-V/def2-TZVPD
N -0.85 2.29 -0.28
N -0.75 1.43 0.39
O 1.55 -1.99 0.26
O -0.46 0.63 1.17
O 0.30 -0.75 -1.37
S 0.20 -1.61 -0.18
```

The spin multiplicity is 1. Its highest occupied orbital energy is -12.0 eV. The HOMO-LUMO gap is 10.6 eV.

The following is a quantum chemistry calculation of a molecular structure, N2O6Rb3 at a distorted geometry, from OMol25.

```
11
N2O6Rb3 ωB97M-V/def2-TZVPD
Rb -0.73 -1.43 3.16
Rb 1.29 1.14 -3.47
Rb 0.96 2.49 3.28
N -1.30 -0.75 -1.11
O -0.80 -1.40 -2.06
O -1.64 0.42 -1.35
O -1.41 -1.29 0.01
N 0.92 0.22 0.37
O 0.30 1.25 0.70
O 1.27 0.00 -0.77
O 1.16 -0.65 1.24
```

The spin multiplicity is 1. Its highest occupied orbital energy is -9.7 eV. Its net charge is +1. The HOMO-LUMO gap is 5.7 eV.